(1)
{
  "formula": "C30H42F9I3NO10S3",
  "method": "ωB97M-V/def2-TZVPD",
  "lumo_ev": 0.585,
  "gap_ha": 0.270,
  "e_above_lowest_kcal_mol": 0.0,
  "total_charge": -1,
  "species": ["C", "C", "C", "C", "C", "C", "C", "O", "O", "C", "C", "C", "C", "I", "C", "C", "I", "C", "I", "C", "C", "C", "C", "C", "C", "C", "O", "S", "O", "O", "C", "C", "C", "C", "F", "F", "F", "O", "C", "C", "C", "H", "H", "H", "H", "H", "H", "H", "H", "H", "H", "H", "H", "H", "H", "H", "H", "H", "H", "H", "H", "H", "H", "H", "H", "H", "H", "H", "H", "H", "H", "H", "H", "H", "H", "H", "H", "H", "H", "H", "H", "H", "H", "C", "F", "F", "F", "S", "O", "O", "N", "S", "O", "O", "C", "F", "F", "F"],
  "xyz": [[0.996574, -1.392325, 4.196420], [1.527730, -1.462159, 2.980919], [2.185875, -1.676055, 1.500132], [3.782923, -1.923107, 1.531221], [4.542710, -1.427199, 2.874703], [4.926567, -2.664613, 3.892185], [3.836624, -2.921845, 5.042990], [3.248305, -4.079436, 5.034236], [3.493263, -2.013685, 6.098234], [3.006513, -2.707334, 7.284510], [1.375344, -2.907689, 7.292965], [1.782016, -0.324721, 0.626664], [2.533992, 0.959723, 1.210055], [4.642650, 1.524538, 0.817928], [1.890776, 1.908986, 2.120067], [2.675250, 3.230465, 2.696098], [-0.157340, 1.727189, 2.843491], [1.827941, -0.551446, -0.972578], [-0.265780, -0.750016, -1.736329], [2.358349, 0.697179, -1.864924], [1.460609, 2.056162, -1.712304], [0.749222, 2.451084, -3.142862], [-0.660302, 3.240365, -2.940753], [-1.823691, 2.494995, -3.813374], [-1.504008, 2.540026, -5.419280], [-1.961445, 1.123770, -6.106776], [2.576102, -1.708107, -1.434950], [2.039089, -3.173376, -0.802327], [1.097367, -3.914282, -1.767272], [3.300586, -4.060550, -0.801865], [1.385346, -3.017096, 0.929693], [1.678401, -4.260577, 1.916978], [1.605595, -5.734881, 1.261852], [2.921794, -6.590795, 1.730681], [2.617059, -7.976985, 1.354133], [3.079095, -6.607820, 3.161853], [4.113934, -6.247672, 1.011256], [-0.000055, -2.670081, 1.082289], [-0.965900, -3.645665, 0.674694], [-2.427468, -3.040347, 1.155353], [-3.165898, -2.176658, 0.007702], [0.512529, -1.172498, 5.214895], [4.088018, -3.047971, 1.423704], [4.202152, -1.436955, 0.553655], [4.059708, -0.533941, 3.410406], [5.585722, -1.039297, 2.509567], [5.226090, -3.591903, 3.284674], [5.894671, -2.296054, 4.436447], [3.571330, -3.682532, 7.536080], [3.215854, -1.988135, 8.182843], [1.094747, -3.342514, 6.247875], [1.074290, -3.742421, 8.050807], [0.837531, -1.904931, 7.505232], [0.637764, -0.209523, 0.843015], [3.637320, 2.931745, 3.280795], [2.006703, 3.872221, 3.382843], [3.025460, 3.874759, 1.796977], [2.149258, 0.359342, -2.968747], [3.491323, 0.872490, -1.834224], [2.181132, 2.921380, -1.463040], [0.697124, 1.999865, -0.844038], [0.489236, 1.494866, -3.763081], [1.469788, 3.159195, -3.707948], [-0.508647, 4.296514, -3.394945], [-0.976149, 3.330718, -1.827544], [-1.786185, 1.365272, -3.512142], [-2.885950, 2.936455, -3.594571], [-2.062972, 3.443996, -5.896901], [-0.375597, 2.689062, -5.644693], [-3.109880, 0.989828, -5.948515], [-1.431819, 0.246815, -5.567393], [-1.782515, 1.107386, -7.247461], [0.829316, -4.225471, 2.720748], [2.655353, -4.203721, 2.519057], [0.711096, -6.309288, 1.749263], [1.422905, -5.777295, 0.130326], [-0.921631, -4.682180, 1.170339], [-1.097897, -3.815106, -0.457179], [-3.087781, -3.931827, 1.460950], [-2.231600, -2.437556, 2.137258], [-2.990968, -2.553894, -1.064124], [-2.817297, -1.071471, 0.105737], [-4.314071, -2.210715, 0.227615], [-7.056723, 8.867549, -3.925984], [-6.581241, 10.125351, -3.772284], [-7.996366, 8.692097, -2.962027], [-7.729554, 8.852936, -5.104851], [-5.747460, 7.596472, -3.858453], [-5.166734, 7.743370, -2.532658], [-4.856131, 7.934978, -4.956300], [-6.690711, 6.339979, -4.076408], [-5.895453, 4.968381, -4.098600], [-5.320768, 4.533366, -2.834237], [-5.058519, 4.726742, -5.264301], [-7.340205, 3.879164, -4.341143], [-8.010119, 4.158966, -5.487882], [-8.251083, 4.000391, -3.342120], [-7.010110, 2.567587, -4.401021]],
  "forces_ev_per_angstrom": [[2.9, 0.1, -6.8], [-2.2, 0.0, 5.9], [-0.9, 0.0, 1.3], [0.6, -0.4, 0.0], [1.4, -0.1, -0.7], [0.4, 2.5, 0.9], [-2.7, -5.0, 0.1], [2.7, 5.2, 0.1], [1.5, -2.1, -1.8], [-1.4, 0.3, 2.3], [0.8, -0.9, -0.9], [-0.7, -0.6, 0.8], [-2.5, 2.4, 2.6], [-1.5, -0.7, 0.0], [2.8, -1.2, -1.8], [-0.1, -0.4, -0.3], [1.3, 0.2, -0.8], [0.4, 1.8, -0.8], [0.5, -0.1, 0.4], [-0.9, -0.3, -1.4], [0.6, 0.3, -0.4], [-0.6, 0.1, 0.8], [-0.2, 0.1, -1.0], [0.5, -0.2, -0.1], [-0.3, -0.3, -0.1], [-0.7, 0.7, 0.4], [-1.5, -0.6, 2.2], [2.5, -7.2, -5.3], [1.5, 3.5, 3.3], [-3.2, 3.7, 1.3], [-0.2, 1.9, 2.9], [-0.4, -1.2, 0.2], [0.2, -0.7, 1.3], [-1.1, -1.5, -1.3], [1.2, 3.1, 1.1], [0.2, 0.3, -4.0], [-2.9, -0.9, 2.7], [1.3, -1.1, -1.6], [-3.6, -0.4, -0.1], [0.7, -0.4, 0.0], [-0.5, 0.5, 1.1], [1.1, -0.5, -2.3], [-1.0, 2.0, 0.1], [-0.6, -0.7, 2.0], [0.5, -1.5, -0.8], [-1.9, -0.7, 0.6], [-1.1, 1.2, 1.3], [-1.7, -0.7, -0.8], [-1.0, 1.5, -1.0], [-0.1, -1.1, -1.8], [0.4, 1.0, 1.9], [0.6, 1.8, -1.1], [0.9, -1.8, -0.3], [2.3, 0.2, -0.1], [-1.8, 0.3, -1.0], [0.9, -1.2, -1.2], [-0.7, -1.1, 1.5], [0.5, 0.4, 2.1], [-1.7, -0.3, 0.5], [-1.1, -1.3, -0.2], [1.2, -0.1, -1.5], [0.9, 1.7, 1.1], [-1.1, -1.5, 0.7], [-0.5, -1.6, 1.0], [0.6, -0.2, -1.9], [-0.3, 2.0, -0.4], [2.0, -0.8, -0.4], [0.9, -1.7, 0.8], [-1.8, -0.2, 0.6], [2.0, 0.2, -0.2], [-0.7, 1.4, -1.1], [-0.1, 0.0, 1.9], [1.6, 0.3, -1.6], [-1.4, 0.4, -1.2], [1.8, 1.0, -0.8], [0.8, 0.1, 1.7], [0.7, 1.6, -0.5], [0.9, 0.5, 1.6], [1.0, 1.3, -0.6], [-0.4, -0.9, -1.9], [-0.1, 0.5, 1.7], [-0.7, -1.9, -0.4], [2.1, 0.2, -0.5], [-1.9, 1.1, -0.2], [0.2, -0.9, 0.0], [0.7, -0.1, -0.3], [0.6, -0.1, 0.5], [1.8, 1.3, 0.4], [-0.8, -0.3, -0.9], [-1.0, -0.5, 0.6], [0.9, -0.1, 0.1], [1.5, -1.3, 0.0], [-0.7, 0.5, -0.8], [-0.9, 0.4, 0.7], [-2.0, -0.8, -0.3], [0.6, 0.0, 0.5], [0.7, 0.1, -0.3], [0.3, 0.9, 0.1]],
  "lowdin_charge": [0.08, -0.04, -0.25, -0.15, -0.20, -0.07, -0.32, -0.01, -0.09, -0.22, -0.10, -0.28, -0.55, 0.95, -0.69, -0.24, 0.85, -0.67, 1.13, -0.24, -0.23, -0.23, -0.20, -0.21, -0.25, -0.14, -0.27, 0.82, -0.35, -0.33, -0.39, -0.09, -0.06, -0.33, 0.00, 0.05, 0.05, -0.19, -0.21, -0.19, -0.16, 0.06, 0.12, 0.10, 0.11, 0.09, 0.13, 0.13, 0.13, 0.13, 0.07, 0.09, 0.08, 0.06, 0.06, 0.06, 0.06, 0.11, 0.07, 0.11, 0.08, 0.08, 0.11, 0.11, 0.11, 0.06, 0.12, 0.11, 0.10, 0.08, 0.06, 0.07, 0.15, 0.11, 0.14, 0.13, 0.12, 0.12, 0.10, 0.12, 0.06, 0.05, 0.08, -0.64, 0.11, 0.10, 0.10, 0.59, -0.30, -0.30, -0.30, 0.58, -0.31, -0.31, -0.64, 0.10, 0.10, 0.11]
}

(2)
{
  "formula": "CH2F2O3",
  "method": "ωB97M-V/def2-TZVPD",
  "lumo_ev": [0.199, -0.012],
  "gap_ha": [0.200, 0.344],
  "multiplicity": 3,
  "e_above_lowest_kcal_mol": 10.5,
  "species": ["C", "O", "O", "O", "F", "F", "H", "H"],
  "xyz": [[3.666128, -0.157465, 0.016240], [2.656393, -0.747923, 0.063141], [0.056098, -0.059570, -0.119647], [0.514749, 1.331669, -0.110473], [4.203259, 0.408253, 1.058000], [4.502360, -0.098833, -1.056646], [-0.268960, -0.129926, 0.851410], [1.146398, -0.402574, -0.064957]],
  "forces_ev_per_angstrom": [[1.9, -0.2, -0.8], [-0.4, -0.2, -0.6], [-0.4, -13.7, 3.0], [4.2, 13.7, -0.5], [0.3, 0.3, -0.7], [-1.5, 0.2, 2.0], [0.2, -0.5, -2.2], [-4.3, 0.4, -0.3]],
  "lowdin_charge": [-0.48, 0.19, -0.17, -0.20, 0.23, 0.17, 0.13, 0.14]
}

(3)
{
  "formula": "C22H45ClFIN3O2S2",
  "method": "ωB97M-V/def2-TZVPD",
  "lumo_ev": -3.145,
  "gap_ha": 0.283,
  "total_charge": 1,
  "species": ["C", "C", "C", "N", "N", "C", "Cl", "C", "C", "C", "F", "C", "S", "C", "C", "O", "C", "C", "C", "C", "C", "O", "C", "S", "C", "C", "C", "I", "C", "C", "C", "N", "H", "H", "H", "H", "H", "H", "H", "H", "H", "H", "H", "H", "H", "H", "H", "H", "H", "H", "H", "H", "H", "H", "H", "H", "H", "H", "H", "H", "H", "H", "H", "H", "H", "H", "H", "H", "H", "H", "H", "H", "H", "H", "H", "H", "H"],
  "xyz": [[3.113032, 3.357881, 1.993472], [1.792205, 2.406013, 1.673937], [2.262152, 1.201978, 0.612013], [1.106082, 0.788631, -0.160308], [1.115140, -0.298422, -1.001526], [2.420669, -0.489071, -1.673188], [3.770680, -1.391877, -0.709387], [2.521152, -1.219207, -3.134709], [2.697142, -0.140969, -4.404179], [-0.083078, 0.184803, -1.854556], [-0.343415, -0.294000, -3.205846], [-0.247087, 1.829547, -2.111177], [1.220143, 2.646173, -2.919371], [1.786422, 4.020973, -1.728954], [2.187223, 5.328640, -2.662581], [-1.426277, -0.072921, -1.230653], [-1.272885, -1.381138, -0.499697], [-2.311618, -1.144962, 0.727226], [-2.682478, 0.428798, 1.080100], [-4.055575, 0.959822, 0.285351], [-4.620795, 2.391683, 0.844690], [-5.139065, 2.128170, 2.218998], [-2.041849, -2.336971, -1.559932], [-2.786547, -3.938185, -1.010399], [-2.267892, -4.526677, 0.667185], [-1.597182, -6.042654, 0.489893], [0.380439, -1.445355, -0.252193], [0.845947, -3.528603, -0.997536], [0.862481, -1.824804, 1.274806], [0.495938, -0.883985, 2.517705], [-0.025752, -1.836954, 3.789452], [1.266977, -2.254875, 4.520108], [2.988139, 3.933966, 3.019503], [4.053110, 2.661519, 2.066412], [3.275950, 4.152177, 1.140528], [1.330829, 1.976756, 2.660397], [1.010981, 3.122993, 1.125784], [2.813760, 0.396817, 1.280927], [3.100504, 1.707318, -0.059492], [0.265862, 0.883260, 0.432622], [2.935395, 0.564344, -1.922894], [1.615616, -1.890202, -3.438442], [3.480805, -1.923523, -3.243747], [1.628073, 0.150904, -4.825831], [3.216635, 0.866094, -4.063851], [3.331608, -0.681777, -5.226196], [-1.127300, 1.886558, -2.919455], [-0.691213, 2.394957, -1.171224], [2.769351, 3.723078, -1.131903], [0.920353, 4.264854, -0.955396], [1.513017, 6.240464, -2.323906], [3.346182, 5.540027, -2.550768], [2.014751, 5.054210, -3.803571], [-3.388907, -1.592814, 0.460881], [-2.028766, -1.706893, 1.742046], [-3.012089, 0.409664, 2.228621], [-1.794056, 1.175330, 1.020034], [-3.820600, 1.050081, -0.870997], [-4.913679, 0.141395, 0.386832], [-3.684271, 3.119665, 0.928509], [-5.499092, 2.846063, 0.198108], [-5.675177, 2.957375, 2.423767], [-1.482366, -2.501061, -2.603384], [-2.987165, -1.679297, -1.899267], [-3.262270, -4.715274, 1.300679], [-1.616455, -3.800570, 1.308869], [-1.443081, -6.210821, -0.678161], [-2.431650, -6.838957, 0.798711], [-0.614822, -6.190937, 1.108515], [0.340720, -2.877615, 1.505060], [2.024951, -2.084855, 1.360808], [1.503926, -0.387964, 2.921962], [-0.249896, -0.003509, 2.350976], [-0.666681, -2.754649, 3.435122], [-0.624339, -1.192933, 4.595555], [1.143494, -3.199288, 4.970625], [1.447535, -1.608411, 5.337888]],
  "forces_ev_per_angstrom": [[-0.2, -0.4, 0.3], [0.3, 0.8, -0.9], [2.6, 1.7, 2.0], [1.1, 2.8, 3.0], [-3.7, -1.5, 0.1], [4.3, 0.1, -3.3], [-1.7, 1.0, -0.1], [-0.1, -0.4, -2.4], [-0.6, 0.2, 0.5], [-6.2, 3.9, -3.9], [2.1, -0.5, 2.4], [-1.3, -0.1, -0.3], [-0.5, 0.5, 1.6], [0.6, 0.9, 0.6], [0.0, -0.5, 0.0], [5.5, -1.0, 0.3], [-2.0, 1.9, -0.9], [-1.2, -0.1, 1.6], [-1.3, -0.3, 1.4], [0.1, -0.1, -0.6], [0.8, -0.7, 0.3], [-0.4, 2.2, -1.6], [-0.2, 1.0, -1.5], [0.0, 0.2, 0.3], [-0.1, -1.4, 1.8], [-0.9, -0.1, -0.6], [-0.4, -4.7, 1.7], [0.3, 0.7, -0.7], [0.1, -0.5, 1.2], [0.4, 0.4, 1.6], [0.6, 1.4, 0.9], [-1.2, -0.7, 0.8], [0.2, -1.3, -2.2], [-1.7, 1.5, -0.1], [-0.3, -1.7, 1.7], [0.9, 0.7, -2.0], [1.4, -1.8, 1.2], [-1.3, 1.3, -1.5], [-1.8, -1.2, 1.2], [0.4, -0.7, -0.8], [-1.8, -2.2, 1.2], [1.6, 1.3, 1.0], [-2.2, 1.7, 1.0], [2.4, -0.6, 0.8], [-0.9, -2.2, -0.8], [-1.3, 1.2, 1.6], [2.0, -0.4, 1.8], [1.4, -1.3, -1.9], [-2.3, 0.3, -1.2], [1.8, -0.5, -1.8], [1.7, -1.8, -1.0], [-2.6, -0.2, -0.1], [0.2, 0.8, 2.5], [2.7, 0.7, 0.2], [-0.3, 1.3, -2.4], [0.8, 0.1, -2.4], [-1.6, -1.2, -0.2], [-0.5, -0.1, 2.3], [1.9, 1.7, 0.0], [-2.1, -1.2, -0.4], [2.0, -1.0, 1.0], [1.0, -1.7, -0.1], [-0.8, 0.3, 2.6], [2.1, -1.3, 1.1], [2.1, 0.8, -1.5], [-1.1, -1.3, -1.5], [0.0, 0.3, 2.6], [2.1, 1.7, -0.5], [-1.9, 0.2, -1.3], [1.0, 2.5, -0.7], [-2.6, 0.7, -0.7], [-2.3, -1.0, -0.8], [1.1, -1.8, 0.0], [1.4, 1.8, 0.7], [0.8, -1.3, -2.2], [0.1, 1.3, -0.7], [-0.4, -0.9, -1.4]],
  "lowdin_charge": [-0.12, -0.20, -0.22, -0.05, -0.13, -0.52, 0.61, -0.27, -0.13, -0.30, 0.00, -0.35, 0.84, -0.49, -0.18, -0.11, -0.37, -0.12, -0.17, -0.17, -0.24, -0.15, -0.52, 0.78, -0.55, -0.20, -0.43, 1.12, -0.28, -0.20, -0.24, -0.06, 0.09, 0.09, 0.08, 0.11, 0.11, 0.11, 0.12, 0.12, 0.12, 0.07, 0.12, 0.08, 0.06, 0.09, 0.12, 0.11, 0.06, 0.09, 0.09, 0.09, 0.07, 0.13, 0.11, 0.13, 0.09, 0.12, 0.13, 0.13, 0.14, 0.11, 0.09, 0.12, 0.10, 0.04, 0.06, 0.09, 0.07, 0.06, 0.10, 0.11, 0.09, 0.11, 0.13, 0.08, 0.08]
}

(4)
{
  "formula": "C10H16",
  "method": "ωB97M-V/def2-TZVPD",
  "lumo_ev": 0.964,
  "gap_ha": 0.361,
  "e_above_lowest_kcal_mol": 42.5,
  "smiles": "CCc1ccccc1.CC",
  "species": ["C", "C", "H", "H", "H", "H", "H", "H", "C", "C", "C", "C", "C", "C", "C", "C", "H", "H", "H", "H", "H", "H", "H", "H", "H", "H"],
  "xyz": [[1.996363, 1.189139, -1.530632], [3.144954, 2.230075, -0.969386], [1.057705, 1.697568, -1.599071], [2.157499, 0.667320, -2.524898], [1.856870, 0.397253, -0.773836], [4.203853, 1.669916, -1.223067], [2.898581, 2.330747, 0.119783], [3.217456, 3.168881, -1.481378], [0.197255, -1.891353, 0.701312], [1.282000, -1.097755, 1.436774], [-1.060604, -1.073245, 0.362218], [-2.274100, -1.705636, -0.115028], [-1.108038, 0.311710, 0.510377], [-3.434318, -1.013777, -0.060466], [-2.321754, 1.020873, 0.387860], [-3.515646, 0.386712, 0.156567], [0.581163, -2.508357, -0.063788], [-0.167561, -2.496831, 1.494005], [0.987233, -0.017953, 1.730586], [-2.160374, -2.726696, -0.410414], [-0.204984, 0.906510, 0.616950], [-4.235445, -1.663524, -0.257097], [-2.249319, 2.081811, 0.349354], [-4.523458, 0.862490, 0.021441], [2.171590, -1.057961, 0.753319], [1.503087, -1.667908, 2.368509]],
  "forces_ev_per_angstrom": [[1.5, 0.3, 0.1], [0.8, -4.0, -0.9], [-0.7, 0.4, -0.1], [0.3, 0.9, 1.1], [0.2, 0.3, -0.4], [-2.5, 1.5, 1.3], [0.8, 0.1, -1.0], [-0.4, 0.5, -0.2], [-1.5, 2.1, 1.4], [0.8, 1.0, -0.1], [-0.5, 0.2, -1.2], [3.4, 1.1, 1.8], [-0.5, -0.3, -0.3], [-0.2, 0.6, -0.4], [0.4, -0.2, -0.5], [-0.9, -1.2, -0.3], [0.3, -0.6, -1.0], [-0.5, -1.3, 0.3], [0.5, -2.0, -0.5], [-0.5, -0.6, 0.0], [-0.2, -0.2, 0.2], [-1.7, 0.0, -0.4], [-0.1, 0.8, 0.3], [1.3, -0.2, 0.4], [-0.5, 0.2, 1.1], [0.3, 0.7, -0.7]],
  "lowdin_charge": [-0.15, -0.14, 0.03, 0.07, 0.02, 0.10, 0.06, 0.02, -0.20, -0.12, -0.19, -0.05, -0.06, -0.11, -0.10, -0.08, 0.10, 0.09, 0.09, 0.10, 0.08, 0.08, 0.09, 0.12, 0.07, 0.08]
}

| no. | calculated total energy (Ha) | molar mass (g/mol) |
| --- | --- | --- |
| 1 | -4961.494510 | 1224.6 |
| 2 | -464.451696 | 100.0 |
| 3 | -2833.357960 | 629.1 |
| 4 | -390.568126 | 136.2 |